1.
104
Properties=species:S:1:pos:R:3:mulliken_spin:R:1 method="wB97M-V/def2-TZVPD" charge=+2 e_tot_ha=-4218.09682 e_above_lowest_kj_mol=1.0 homo_energy_ev="-12.996 / -12.269" multiplicity=3 s_squared=2.1828 lumo_ha="-0.194 / -0.190"
V 0.3887 0.7580 -1.1189 2.294
C 6.0076 0.0884 4.9557 0.000
C 4.7870 0.1289 4.0848 0.000
C 4.3377 -1.0185 3.4246 -0.001
C 3.2190 -0.9861 2.6152 0.000
C 2.5478 0.2211 2.4621 0.006
C 2.9736 1.3819 3.0936 0.000
C 4.0899 1.3243 3.9091 0.000
S 1.1373 0.3207 1.4227 -0.032
O 1.5119 -0.3957 0.0990 -0.011
C -0.0630 -0.7151 2.2538 0.006
C -0.1906 -0.4385 3.6357 0.002
C -1.1179 -1.0996 4.3770 0.000
C -1.9508 -2.0776 3.7832 0.000
C -2.8795 -2.8082 4.5626 0.000
C -3.6582 -3.7723 3.9924 0.000
C -3.5424 -4.0418 2.6129 0.000
C -2.6649 -3.3425 1.8354 0.000
C -1.8394 -2.3350 2.3966 0.002
C -0.8934 -1.5988 1.6056 -0.001
C -0.8229 -1.9965 0.1593 -0.036
C -0.0113 -3.1255 -0.1652 0.012
C 0.8182 -3.7505 0.8035 0.000
C 1.5904 -4.8236 0.4708 0.000
C 1.5780 -5.3393 -0.8447 0.000
C 0.7775 -4.7759 -1.7927 0.000
C -0.0418 -3.6643 -1.4774 -0.015
C -0.9129 -3.1056 -2.4445 -0.011
C -1.6893 -2.0321 -2.1327 0.022
C -1.6246 -1.4698 -0.8363 0.067
S -2.5380 0.0536 -0.6936 0.008
O -1.4180 1.0820 -0.3297 -0.030
C -3.5302 -0.0305 0.7575 -0.003
C -4.6633 -0.8283 0.6739 0.000
C -5.4866 -0.9249 1.7796 0.000
C -5.2032 -0.2155 2.9484 0.000
C -6.0849 -0.3525 4.1544 0.000
C -4.0826 0.6145 2.9735 0.001
C -3.2353 0.7168 1.8838 0.003
H 6.3479 -0.9313 5.1215 0.000
H 5.8100 0.5504 5.9228 0.000
H 6.8215 0.6464 4.4895 0.000
H 4.8766 -1.9486 3.5516 0.000
H 2.8781 -1.8744 2.0969 0.002
H 2.4390 2.3139 2.9534 0.000
H 4.4306 2.2202 4.4124 0.000
H 0.4612 0.2883 4.1043 0.000
H -1.2082 -0.9016 5.4375 0.000
H -2.9448 -2.5983 5.6230 0.000
H -4.3575 -4.3382 4.5933 0.000
H -4.1584 -4.8112 2.1661 0.000
H -2.5934 -3.5748 0.7804 -0.001
H 0.8237 -3.3763 1.8188 0.000
H 2.2120 -5.2954 1.2202 0.000
H 2.1969 -6.1916 -1.0905 0.000
H 0.7469 -5.1766 -2.7980 0.000
H -0.9637 -3.5521 -3.4298 0.000
H -2.3611 -1.5967 -2.8619 0.001
H -4.8977 -1.3728 -0.2346 0.000
H -6.3679 -1.5524 1.7345 0.000
H -7.1271 -0.4909 3.8706 0.000
H -6.0142 0.5196 4.8022 0.000
H -5.7822 -1.2263 4.7366 0.000
H -3.8717 1.1974 3.8619 0.000
H -2.3649 1.3612 1.9061 0.002
C 1.1773 3.6589 -3.1685 -0.014
Si 1.2631 3.1352 -1.3739 -0.267
C 3.0096 3.2570 -0.7137 -0.032
C 0.0337 4.0545 -0.3118 0.009
C -1.1061 4.6449 -0.8654 -0.019
C -2.0657 5.2416 -0.0610 0.012
C -1.9070 5.2534 1.3178 -0.021
C -0.7813 4.6747 1.8898 0.014
C 0.1747 4.0809 1.0804 -0.013
H 1.4442 4.7165 -3.2449 -0.005
H 0.1868 3.5314 -3.6070 0.001
H 1.9001 3.0956 -3.7642 0.007
H 3.3862 4.2698 -0.8822 -0.007
H 3.6815 2.5590 -1.2152 0.000
H 3.0610 3.0608 0.3585 0.009
H -1.2455 4.6523 -1.9409 -0.002
H -2.9338 5.7070 -0.5096 0.000
H -2.6514 5.7266 1.9446 -0.001
H -0.6449 4.7035 2.9634 0.000
H 1.0590 3.6488 1.5397 -0.008
C 1.4065 2.0080 -7.1708 0.000
C 2.1862 0.6980 -7.2235 0.001
C 3.6096 0.8581 -6.6993 0.000
C 1.4243 -0.4270 -6.5243 -0.002
N 1.0767 -0.1057 -5.1302 0.011
C -0.0944 0.2849 -4.6225 0.006
N 0.0691 0.4737 -3.3357 0.023
N 1.3670 0.1841 -3.0864 0.008
N 1.9798 -0.1644 -4.1476 0.000
H 1.8845 2.7549 -7.8027 0.000
H 1.3784 2.4151 -6.1558 0.000
H 0.3793 1.8876 -7.5234 0.000
H 2.2364 0.3701 -8.2660 0.000
H 3.6188 1.1998 -5.6629 0.000
H 4.1428 1.5969 -7.2965 0.000
H 4.1642 -0.0793 -6.7529 0.000
H 1.9993 -1.3507 -6.4962 0.000
H 0.4769 -0.6165 -7.0281 0.000
H -0.9979 0.4265 -5.1907 0.001


2.
40
Properties=species:S:1:pos:R:3:mulliken_charge:R:1 method="wB97M-V/def2-TZVPD" charge=+1 e_tot_ha=-6320.55042 homo_energy_ev=-12.290 lumo_ha=-0.128
Ag 0.1766 0.3492 -0.0045 0.352
Br -5.8230 0.5855 3.5337 -0.115
C -4.2317 0.5258 2.5191 -0.084
C -3.8262 1.6142 1.7602 -0.592
C -2.6445 1.4948 1.0501 -0.194
N -1.8845 0.4047 1.0636 -0.144
C -2.2762 -0.6583 1.7865 0.416
C -3.4541 -0.6253 2.5291 -0.329
C -1.4138 -1.8638 1.7595 0.390
C -1.7188 -3.0189 2.4792 -0.254
C -0.8553 -4.1045 2.4043 -0.221
Br -1.2461 -5.6734 3.3862 -0.121
C 0.2821 -4.0272 1.6127 -0.710
C 0.4966 -2.8445 0.9292 -0.245
N -0.3128 -1.7982 1.0004 0.097
H -4.4053 2.5214 1.7251 0.445
H -2.2986 2.3188 0.4409 0.377
H -3.7801 -1.4668 3.1153 0.434
H -2.5974 -3.1027 3.0949 0.414
H 0.9717 -4.8500 1.5334 0.448
H 1.3616 -2.7303 0.2908 0.361
O 0.6573 -2.0962 -6.7419 -0.517
C 1.9968 -1.7567 -6.5409 -0.340
N 2.1441 -1.5932 -5.1138 -0.186
C 3.2955 -1.1803 -4.5530 0.179
O 4.3097 -0.9690 -5.1790 -0.594
C 3.2459 -0.9752 -3.0641 0.371
C 4.4039 -1.1804 -2.3159 -0.075
C 4.3577 -0.9506 -0.9503 -0.701
C 3.1877 -0.4647 -0.3917 -0.277
N 2.0869 -0.2208 -1.1076 -0.199
C 2.1168 -0.4924 -2.4133 -0.295
H 0.5033 -2.2700 -7.6762 0.314
H 2.2652 -0.8090 -7.0347 0.268
H 2.6836 -2.5387 -6.9014 0.282
H 1.3316 -1.8469 -4.5776 0.246
H 5.3046 -1.5027 -2.8151 0.502
H 5.2178 -1.1359 -0.3266 0.429
H 3.1253 -0.2461 0.6689 0.375
H 1.2026 -0.2889 -2.9583 0.491


3.
16
Properties=species:S:1:pos:R:3:mulliken_charge:R:1 method="wB97M-V/def2-TZVPD" e_tot_ha=-159.57510 e_above_lowest_kj_mol=25.9 homo_energy_ev=-11.720 lumo_ha=0.040 smiles=CC.CC
C 1.4000 1.2744 -1.6298 -0.762
C 1.7765 2.0050 -0.3533 -0.807
H 0.9533 1.9882 -2.3474 0.266
H 2.2310 0.8310 -2.1638 0.282
H 0.6105 0.5361 -1.5194 0.213
H 1.1250 2.8318 -0.0938 0.285
H 2.7315 2.5167 -0.5154 0.275
H 1.8307 1.3929 0.5450 0.248
C -2.3012 -1.4870 0.8008 -0.809
C -0.8911 -1.8501 1.2845 -0.809
H -2.2339 -0.5275 0.2695 0.245
H -2.5984 -2.1678 -0.0134 0.261
H -3.0727 -1.4706 1.5676 0.294
H -0.8026 -2.8242 1.7694 0.324
H -0.5703 -1.0436 1.9346 0.233
H -0.1881 -2.0055 0.4648 0.261


4.
12
Properties=species:S:1:pos:R:3:mulliken_charge:R:1 method="wB97M-V/def2-TZVPD" charge=+1 e_tot_ha=-699.91177 e_above_lowest_kj_mol=166.5 homo_energy_ev="-14.124 / -14.125" lumo_ha="-0.233 / -0.233" smiles="C[n+]1cc(=O)[nH]s1"
C 1.9295 -0.2797 -0.1070 -0.703
N 0.5189 -0.1430 -0.0048 -0.027
C -0.2498 0.9303 0.0229 0.072
C -1.6412 0.6602 0.0293 0.355
O -2.5669 1.3609 -0.2395 -0.467
N -1.8267 -0.6772 0.3785 -0.100
S -0.4873 -1.6527 0.5358 0.246
H 2.2518 -1.3398 -0.0735 0.271
H 2.6934 0.2514 0.4539 0.354
H 2.1102 -0.0119 -1.1693 0.364
H -0.0219 1.9270 -0.3245 0.410
H -2.7099 -1.0256 0.4982 0.225


5.
9
Properties=species:S:1:pos:R:3:mulliken_charge:R:1 method="wB97M-V/def2-TZVPD" e_tot_ha=-951.41438 e_above_lowest_kj_mol=215.6 homo_energy_ev=-9.297 lumo_ha=-0.022
C 0.6547 -0.4937 -1.1312 -0.581
N -0.4816 -0.1663 -0.4191 -0.244
N 0.0159 -0.7518 1.4576 -0.406
P -0.6460 0.5675 1.0105 0.491
Cl -2.4882 0.8288 1.5052 -0.174
H 0.9026 -1.5597 -0.7623 0.246
H 1.5450 0.0174 -0.8366 0.286
H 0.4695 -0.3044 -2.2064 0.264
H 0.0281 1.8623 1.3823 0.119